188
Properties=species:S:1:pos:R:3:mulliken_charge:R:1 method="wB97M-V/def2-TZVPD" relative_energy_kcal_mol=210.4 lumo_energy_ha=0.01065 smiles=COC[C@H](C)N.COC[C@H](C)N.COC[C@H](C)N.COC[C@H](C)N.COCCNCCOC.COCCNCCOC.COCCNCCOC.COCCNCCOC.COCCNCCOC orbital_gap_ha=0.3074 total_energy_ha=-3369.5650 fmax_ha_per_bohr=0.073
H -4.23400 5.92774 0.27861 0.335
C 2.18296 -2.95040 4.51138 -0.298
H 5.53013 4.49972 -0.86198 0.351
N 0.71185 1.86519 6.54379 -0.698
N 3.53677 0.71651 -0.36201 -0.606
C -9.37663 0.37298 -2.98533 -0.525
H -6.61601 8.08589 0.52068 0.320
H 1.76334 -5.55906 4.18426 0.282
C -1.85051 -12.83284 -0.18805 -0.801
H 0.20751 0.05140 0.13747 0.435
H 2.35487 0.40987 1.31491 0.213
H -0.44306 0.60537 -3.15746 0.253
C 2.91023 -3.35844 -5.49163 -0.733
H 7.23912 2.53000 0.52458 0.294
H -1.16269 0.44859 -1.42255 0.324
H -0.78265 6.73963 2.73816 0.180
H 6.51474 -5.67377 -6.16784 0.331
H 3.34723 -7.58680 -0.80426 0.382
H 0.37354 7.56116 1.74392 0.263
C -6.09754 -0.99440 -4.25276 -0.676
C -4.74352 4.11184 -1.67862 -0.622
H 4.69738 -4.61135 3.40649 0.134
H -10.05847 0.19865 -2.15299 0.404
O 3.68407 -9.86827 -5.70355 -0.289
H -6.13355 9.43280 5.62785 0.444
H 0.39163 5.10509 6.91549 0.316
H 4.42541 -5.12585 -4.68194 0.388
O -5.31873 11.22282 6.11266 -0.316
H 1.34124 -6.94575 -3.17482 0.185
H -4.73891 0.19386 -5.47029 0.262
H -12.10791 -0.05779 -4.29563 0.295
H -0.75755 2.91412 7.41967 0.263
H 3.75578 -1.44496 4.29211 0.490
O 0.85781 0.63845 -1.70614 -0.360
N -2.63699 10.11564 5.72308 -0.386
C -1.45947 8.61019 4.28909 -0.355
C -6.33334 6.29431 -0.05441 0.177
H 3.59668 -11.84194 -5.93933 0.268
H 0.58754 7.65636 3.51688 0.312
C 7.09998 4.91267 0.46818 0.379
C 7.76848 3.48111 0.58192 -1.259
H -1.47327 -13.07781 -1.18092 0.343
H 1.55973 4.15442 7.58919 0.442
C -11.25802 0.48798 -4.70540 -0.798
H -6.70403 5.33704 0.31210 0.345
H -6.52359 12.87069 6.49685 0.235
H 1.32146 1.90336 7.34817 0.236
H -7.52250 6.21298 -1.98882 0.271
H 0.21241 -5.84679 -2.41127 0.271
H -6.57072 12.33264 4.80999 0.302
H 6.70740 -4.34749 2.38419 0.438
H 8.27048 6.50870 -1.66509 0.316
H -7.53069 -0.41444 -2.07820 0.317
C 2.08038 -9.22610 -0.15438 -0.686
H -5.97384 -0.42618 -6.46327 0.318
H 0.07612 -7.61550 -2.19930 0.218
H 6.21473 6.29601 -0.79908 0.422
H 3.42757 -2.81475 -4.70116 0.346
H 5.41492 -7.05973 -8.08869 0.258
H -6.85345 7.84257 -1.35043 0.434
O 3.86326 -3.83555 -6.34539 -0.346
H -3.47560 2.88559 4.19682 0.377
H -7.76946 -0.04331 -5.01281 0.284
O -4.55354 -1.83204 -5.82646 -0.313
H -4.41896 3.58936 -2.57849 0.262
C 0.89572 4.15765 6.72480 -1.488
H 4.57691 -3.07291 2.80300 0.213
H -2.27270 3.50666 3.17591 0.271
C -3.91474 9.38699 6.05126 -0.638
C -7.32026 6.87832 -1.14947 -1.361
H -5.30097 -0.97469 -3.50900 0.258
H -11.42924 1.38129 -4.10475 0.307
H -1.54872 -13.64812 0.46947 0.261
H -2.90814 10.22883 3.74730 0.214
H -4.46820 7.18204 -0.91180 0.235
H -1.27514 1.97013 4.98713 0.313
H -9.20618 1.44924 -3.01191 0.350
H -2.87735 -0.60579 -6.51932 0.310
C 2.42420 -8.08430 -1.10194 -0.490
H -0.53011 -8.52914 -0.52532 0.466
H 3.35531 0.82971 -1.34911 0.303
C -0.11636 3.04758 6.54838 0.641
C -0.32090 -9.51870 -0.11898 -0.688
C 2.24777 0.88025 0.33748 0.472
H 2.60321 2.75769 1.32414 0.338
H 8.30820 3.49797 1.52877 0.350
H -3.80896 -1.35133 -7.77623 0.300
C 2.31174 -5.29080 5.08725 -0.623
H -7.39639 11.34387 5.99570 0.294
H 2.06987 -8.89823 0.88509 0.373
H -1.24995 10.73848 4.24884 0.343
H 7.22190 -4.33366 3.90953 0.440
C -3.44863 -1.50268 -6.75871 -0.731
H 0.93810 2.50741 1.02042 0.285
H -0.30429 3.16945 4.34231 0.250
O -0.97013 8.66674 2.93296 -0.364
H -4.01926 3.85505 -0.90557 0.277
C 3.52768 -2.34952 4.85589 -1.050
H 2.63324 -8.53480 -2.07223 0.202
H 5.71413 -4.96671 -7.57772 0.372
H 2.90059 -9.94244 -0.10741 0.459
C -0.13829 7.61814 2.70459 -0.593
C -8.08289 -0.51678 -3.01239 -0.578
H 2.19250 -4.11106 -5.16523 0.259
H 2.45723 -11.03279 -6.98510 0.347
H -2.93904 -12.80237 -0.23560 0.300
N 4.76980 -3.06796 4.86709 -0.231
H 4.43581 -7.47016 -5.32540 0.337
O 7.18415 4.81490 -1.97258 -0.399
C 1.12513 0.08714 -0.44971 -0.789
H 1.94227 -5.82791 5.96082 0.266
H 2.46114 -2.63279 -6.16976 0.257
N 6.25605 5.07332 1.62413 -0.682
H -7.37717 7.04646 1.46648 0.247
O 1.61714 -6.91122 -1.12799 -0.294
H 8.50930 5.83876 -3.21845 0.295
H 3.67921 -1.84944 5.81247 0.475
C 0.76609 -6.77422 -2.26494 -0.532
C -0.90900 2.96846 5.22664 -0.621
C -4.86969 6.23472 -0.55190 -0.558
H -11.29489 0.76300 -5.75950 0.269
H 1.96538 2.85559 -0.37818 0.297
H 5.52972 -2.75139 5.45224 0.274
C 3.87921 -8.96274 -6.79277 -0.591
C -0.42944 0.14479 -2.16964 -0.705
C -5.23653 10.01897 5.42817 -0.448
C 6.62727 -3.69659 3.25482 -1.024
H 5.47229 4.43939 1.56127 0.217
C 5.55421 -5.54239 -6.66607 -0.767
O -1.11444 -11.74361 0.27991 -0.319
H 2.26495 -3.28880 3.47850 0.280
C 2.87266 -11.02804 -5.97739 -0.727
N -7.22826 -0.13076 -4.16453 -0.302
H 1.53065 4.25343 5.84402 0.329
H -2.73125 -2.32326 -6.74805 0.258
H -1.52296 -10.73257 -1.47336 0.376
H 7.97953 5.55382 0.52678 0.330
C 4.78152 -4.65729 -5.59941 -0.421
O 7.32156 -2.43814 3.23842 -0.350
O -10.00855 -0.08100 -4.25672 -0.327
O -4.69458 5.48653 -1.77576 -0.375
H -3.51593 4.61226 3.86991 0.231
H 1.42109 -0.95845 -0.53493 0.384
C -5.36157 -0.69114 -5.60129 -0.395
C 7.52310 -2.03821 1.84308 -0.622
C -6.53609 11.99627 5.84621 -0.738
H -3.92495 9.44890 7.13946 0.283
H -0.60088 -0.93162 -2.17685 0.306
O -2.01993 3.90629 5.20530 -0.320
C -2.04036 9.99692 4.36480 -0.527
H -5.14850 10.00584 4.34181 0.315
H -2.40532 -10.23663 -0.04800 0.411
H 9.30571 5.14629 -1.78661 0.250
H 0.02164 1.13728 6.66143 0.234
N -6.50010 7.19877 0.98937 -0.616
H -0.30558 -9.42387 0.96678 0.309
H 5.81826 -8.22807 -6.25801 0.272
N 0.95383 -10.09402 -0.58540 -0.341
H -6.35186 -2.04900 -4.35882 0.347
H 5.81213 5.97933 1.67078 0.263
C 5.11573 -3.61939 3.57704 -0.084
H 8.30940 -2.60168 1.34076 0.260
H -5.74458 3.72973 -1.47869 0.230
N 4.95291 -6.73952 -7.24957 -0.269
C 6.35119 5.21662 -0.86548 -0.709
H -0.63680 8.42320 4.97926 0.379
H -2.22246 7.83239 4.25807 0.213
C -2.85198 3.76922 4.06112 -0.774
H 5.54449 -3.96427 -5.24490 0.360
H 1.48220 -2.11591 4.53715 0.388
H -8.28894 7.09050 -0.69700 0.402
C 4.81786 -7.79669 -6.29263 -0.536
H 1.00516 -10.90440 0.01522 0.271
H -8.21049 -1.56788 -3.27125 0.366
H 2.93617 -8.52336 -7.11790 0.359
H -3.74226 8.36164 5.72413 0.319
H 4.34648 -9.40937 -7.67043 0.323
H 7.91539 -1.03433 2.00564 0.199
H 4.22362 1.42971 -0.16280 0.159
H 6.53015 -2.03048 1.39352 0.310
O 1.78461 -3.98598 5.36821 -0.379
H 3.37247 -5.44681 4.89075 0.211
C 1.92210 2.34138 0.58192 -1.311
H 2.14426 -11.02846 -5.16650 0.202
C -1.43153 -10.57902 -0.39811 -0.676
H 8.45035 3.34034 -0.25673 0.313
H -2.77921 11.09671 5.91640 0.269
C 8.37169 5.55125 -2.17610 -0.731